[1]
10
Properties=species:S:1:pos:R:3:lowdin_charge:R:1 method="wB97M-V/def2-TZVPD" gap_ha=0.3487 smiles="N#CSN(SC#N)[N+](=O)[O-]" homo_energy_ev=-10.49 relative_energy_kj_mol=17.2
C 1.7944 -1.1125 -0.2053 -0.527
C -1.5562 -1.1514 -0.1323 -0.590
N 1.8415 -1.9912 0.5514 0.108
N -1.6643 -1.8781 0.6940 0.131
N -0.0350 0.6640 -0.8514 -0.733
N -0.1015 1.7628 0.1314 -0.496
O 0.9587 2.0293 0.5678 0.053
O -1.1860 2.1348 0.4022 0.089
S 1.5776 0.3198 -1.2201 0.968
S -1.5565 0.0522 -1.3738 0.996

***

[2]
63
Properties=species:S:1:pos:R:3:lowdin_charge:R:1 method="wB97M-V/def2-TZVPD" gap_ha=0.1987 homo_energy_ev=-3.37 charge=-1
C 8.0635 2.3183 0.4460 -0.107
C 7.9663 1.2691 -0.6781 -0.258
C 6.6080 1.2691 -1.3886 -0.235
C 5.6451 0.1952 -0.8727 -0.215
C 4.2445 0.3213 -1.5186 -0.195
C 3.1134 0.6073 -0.5100 -0.213
C 2.2763 -0.6282 -0.1763 -0.219
C 0.9781 -0.2942 0.5785 -0.208
C -0.3029 -0.7756 -0.1263 -0.204
C -1.5226 0.0564 0.3141 -0.204
C -2.8160 -0.7316 0.4663 -0.213
C -3.5656 -1.0280 -0.8310 -0.213
C -3.9941 0.2262 -1.6296 -0.316
C -5.4838 0.5351 -1.5959 -0.410
As -5.8653 2.4746 -1.0426 0.556
C -7.0827 1.8754 0.5801 -0.367
C -8.1097 2.8734 0.8440 -0.448
O -9.2971 2.7817 0.4972 -0.074
H 7.4315 3.1734 0.2266 0.063
H 9.0797 2.6963 0.5227 0.061
H 7.7601 1.8892 1.3945 0.065
H 8.1452 0.2882 -0.2420 0.097
H 8.7599 1.4248 -1.4043 0.093
H 6.7441 1.1255 -2.4604 0.107
H 6.1042 2.2271 -1.2704 0.103
H 6.0772 -0.7791 -1.0938 0.104
H 5.5801 0.2967 0.2096 0.104
H 4.0509 -0.6074 -2.0478 0.099
H 4.2728 1.1340 -2.2389 0.099
H 2.4764 1.4175 -0.8588 0.108
H 3.5746 0.9586 0.4122 0.103
H 2.9068 -1.2603 0.4539 0.104
H 2.0894 -1.1928 -1.0878 0.099
H 1.0088 -0.7375 1.5712 0.104
H 0.9056 0.7869 0.6804 0.100
H -0.4331 -1.8192 0.1365 0.076
H -0.1601 -0.7018 -1.2033 0.107
H -1.2849 0.4870 1.2882 0.104
H -1.6319 0.8984 -0.3632 0.100
H -2.6032 -1.6627 0.9870 0.086
H -3.4912 -0.1647 1.1102 0.108
H -4.4853 -1.5402 -0.5500 0.090
H -3.0216 -1.7293 -1.4642 0.097
H -3.7145 0.0520 -2.6682 0.089
H -3.4300 1.1021 -1.3025 0.041
H -5.9183 0.4340 -2.5901 0.041
H -6.0461 -0.1269 -0.9384 0.037
H -7.1662 2.5285 -1.9600 -0.050
H -6.0920 3.9870 -0.6095 -0.082
H -4.5559 2.4197 -0.1282 -0.057
H -4.9890 2.9558 -2.2982 -0.082
H -7.5951 0.9433 0.3624 0.051
H -6.4145 1.7980 1.4384 0.049
H -7.7802 3.8358 1.2860 0.091
O -0.9312 -3.4554 1.7603 0.044
C -0.0254 -4.1244 2.2085 -0.590
N 0.9921 -4.5663 1.4156 0.157
C 0.0539 -4.5118 3.6672 -0.008
H 1.7563 -5.1139 1.7598 0.088
H 0.9687 -4.3149 0.4422 0.106
H -0.8367 -5.0804 3.9267 0.084
H 0.0772 -3.6053 4.2685 0.086
H 0.9356 -5.1108 3.8951 0.067

***

[3]
40
Properties=species:S:1:pos:R:3:mulliken_spin:R:1 method="wB97M-V/def2-TZVPD" gap_ha="0.1975 / 0.1274" homo_energy_ev="-1.29 / -0.10" charge=-2 relative_energy_kj_mol=0.0 spin_multiplicity=3
Mo -0.0078 0.0267 -1.1951 1.566
O -2.0499 -5.8126 -0.7701 -0.002
C -1.6309 -4.5101 -0.8991 -0.024
C -2.5068 -3.4796 -1.1991 0.013
C -2.0048 -2.2032 -1.3131 -0.027
N -0.7074 -1.9541 -1.1398 -0.034
C 0.1391 -2.9402 -0.8214 -0.008
C -0.2832 -4.2390 -0.7004 0.009
C 1.5420 -2.4039 -0.5571 -0.007
O 2.4476 -3.1084 -0.1644 0.019
O 1.5845 -1.1247 -0.7711 -0.009
C -2.7906 -0.9312 -1.5967 -0.003
O -3.9886 -0.9434 -1.8159 0.014
O -2.0106 0.0991 -1.5781 -0.009
H -2.9956 -5.8384 -0.9496 0.000
H -3.5731 -3.6369 -1.3250 0.002
H 0.4245 -5.0172 -0.4467 0.000
O 1.6322 1.4139 3.2610 0.000
C 1.6685 2.0397 1.9742 0.005
C 0.3900 2.8085 1.6608 -0.018
C 0.1696 3.8805 2.7395 0.004
O 1.2797 4.7629 2.9661 0.000
C -0.8877 1.9320 1.6846 0.011
Se -0.6468 0.0079 1.3989 -0.005
C 0.5522 3.4949 0.3020 0.009
Se 0.7780 2.3810 -1.3227 -0.081
H 1.0545 0.6420 3.1142 0.000
H 1.8509 1.3085 1.1881 -0.001
H 2.5212 2.7259 1.9736 -0.001
H -0.0987 3.3858 3.6753 0.000
H -0.6593 4.5243 2.4379 0.000
H 2.0103 4.2031 3.2488 0.000
H -1.5749 2.2767 0.9131 0.005
H -1.3927 2.0365 2.6476 0.003
H 1.4314 4.1403 0.3196 -0.003
H -0.3226 4.1205 0.1131 -0.002
Se 2.4577 -3.1055 -4.3219 0.215
Se 3.7132 -1.3044 -4.4600 0.197
Se 2.2446 0.5980 -4.4865 0.091
Se 0.2402 -0.2557 -3.7846 0.069

***

[4]
32
Properties=species:S:1:pos:R:3:lowdin_charge:R:1 method="wB97M-V/def2-TZVPD" gap_ha=0.4015 smiles=ClCCCl.ClCCCl.ClCCCl.ClCCCl homo_energy_ev=-10.46 relative_energy_kj_mol=57.9
Cl 12.8753 11.8679 9.6063 0.541
C 14.4314 11.1293 10.0506 -0.668
C 15.0259 10.5631 8.7694 -0.723
Cl 15.7467 11.8626 7.8162 0.558
H 14.4020 10.2866 10.7412 0.069
H 15.0630 11.9478 10.3960 0.057
H 14.3090 10.0361 8.1396 0.035
H 15.8013 9.8442 9.0338 0.072
Cl 7.0734 6.1640 6.0663 0.534
C 6.3500 6.1331 7.7246 -0.621
C 6.7961 4.8158 8.3621 -0.643
Cl 8.5686 4.8367 8.5771 0.545
H 5.2671 6.2553 7.7047 0.076
H 6.6817 7.0013 8.2941 0.050
H 6.5916 3.9826 7.6898 0.062
H 6.3073 4.6880 9.3279 0.074
Cl 10.3430 7.5456 4.2091 0.539
C 10.5379 5.8190 4.5729 -0.657
C 11.4428 5.6137 5.7991 -0.706
Cl 13.1343 6.0641 5.6348 0.553
H 10.8417 5.3016 3.6629 0.069
H 9.5907 5.3224 4.7831 0.039
H 11.2844 4.5905 6.1398 0.073
H 11.0781 6.1902 6.6492 0.014
Cl 9.5901 8.2394 8.2948 0.548
C 10.1461 7.9574 9.9604 -0.657
C 11.3348 6.9986 9.9693 -0.633
Cl 12.7480 7.8430 9.2486 0.566
H 9.2589 7.5923 10.4779 0.063
H 10.4721 8.8840 10.4328 0.064
H 11.0812 6.0954 9.4142 0.033
H 11.5725 6.6945 10.9887 0.076

***

[5]
95
Properties=species:S:1:pos:R:3:lowdin_charge:R:1 method="wB97M-V/def2-TZVPD" gap_ha=0.2864 smiles="C#CCCC[C@@]1(C[C@H](C)I)OS(=O)(=O)[C@H](P(=N)(O)O)[C@@](CC(=O)I)(N(C(C)=O)C(C)=O)[C@@H]1P(C)O.O=C1OC[C@@H](F)O1.O=C1OC[C@@H](F)O1.O=C1OC[C@@H](F)O1" homo_energy_ev=-8.55
C 0.4782 5.4314 -1.9519 0.050
C 0.1490 5.4422 -0.6664 -0.100
C -0.3681 5.2954 0.8774 -0.183
C 0.7746 4.7974 1.8560 -0.190
C 0.9827 3.3002 2.2767 -0.164
C 0.1357 2.0901 1.6083 -0.377
C -1.4569 2.1307 1.7650 -0.195
C -2.2861 2.5861 3.0171 -0.738
C -3.2115 3.9094 2.6338 -0.197
I -1.4431 3.0511 4.9475 0.850
O 0.2886 2.3321 0.1796 -0.240
S 1.6876 2.0753 -0.5785 0.755
O 2.5557 3.3408 -0.4918 -0.327
O 1.6943 1.6822 -2.0333 -0.318
C 2.5138 0.6547 0.3431 -0.278
P 3.9071 0.0411 -0.7060 0.687
N 3.5784 -0.7720 -2.0370 -0.135
O 5.0795 -0.7607 0.3123 -0.205
O 4.7776 1.4538 -1.2626 -0.192
C 1.4413 -0.3403 1.0889 -0.320
C 0.4533 -1.1567 0.1189 -0.081
C -0.8299 -0.5007 -0.5657 -0.655
O -0.9043 0.3333 -1.5122 -0.071
I -2.8671 -1.2574 -0.0442 0.865
N 2.2857 -1.3622 1.7432 0.008
C 2.9668 -1.1820 2.9836 -0.313
C 4.0832 -0.0605 3.4159 0.007
O 2.7632 -2.0258 3.9512 0.013
C 2.4862 -2.6747 1.1625 -0.309
C 1.7832 -4.0530 1.7314 -0.009
O 3.1436 -2.9751 0.0869 0.032
C 0.7482 0.6579 2.1634 -0.257
P -0.3016 -0.1309 3.5529 0.948
C -0.6985 -1.9588 3.2985 -0.270
O 0.6677 -0.1720 5.0225 -0.364
H 0.7106 4.9800 -2.9964 0.064
H -0.6491 6.3885 1.1830 0.124
H -1.3482 4.7229 0.8186 0.075
H 1.7775 5.1993 1.4027 0.133
H 0.6664 5.4335 2.8349 0.121
H 1.0368 3.2419 3.4446 0.074
H 2.1003 3.0218 2.0322 0.111
H -1.9424 2.6987 0.8587 0.134
H -1.7976 1.0358 1.5109 0.061
H -3.1041 1.7714 3.2379 0.062
H -2.6114 4.8674 2.8466 0.053
H -4.1492 3.9537 3.3260 0.078
H -3.6229 3.8533 1.5609 0.085
H 3.0368 1.2346 1.2191 0.107
H 2.5503 -0.8672 -2.0390 -0.038
H 5.7081 -0.0749 0.6572 0.064
H 5.3407 1.7441 -0.5013 0.065
H -0.0275 -2.0882 0.6429 0.088
H 0.9892 -1.6383 -0.8074 0.145
H 4.5633 0.4755 2.5263 0.051
H 4.8826 -0.6200 4.0288 0.108
H 3.6229 0.7401 4.1048 0.097
H 2.4067 -4.9936 1.4408 0.103
H 0.7741 -4.1213 1.1626 0.092
H 1.6862 -4.0758 2.8705 0.066
H 1.6368 1.0691 2.8154 0.105
H 0.2730 -2.5506 3.4346 0.020
H -1.3230 -2.2207 2.3747 -0.005
H -1.3686 -2.2557 4.2118 0.073
H 0.0795 -0.3411 5.7974 0.056
C 0.4474 -0.0782 -4.7883 -0.063
C 0.9576 -1.4815 -4.7850 -0.317
O 0.4386 -2.0185 -5.9848 0.118
C 0.3283 -0.9568 -6.8358 -0.510
O 0.1817 -1.0565 -8.0271 0.154
O 0.4128 0.2311 -6.1737 0.089
F 0.4454 -2.1819 -3.7438 0.071
H -0.5611 0.0060 -4.3724 0.146
H 1.1070 0.6049 -4.2496 0.129
H 2.0488 -1.5635 -4.7865 0.178
C 0.0064 -4.4029 -8.7812 -0.068
C -0.8046 -4.7493 -7.5798 -0.327
O -0.5974 -6.1386 -7.4331 0.139
C 0.6444 -6.3716 -7.9468 -0.524
O 1.2751 -7.3762 -7.7572 0.159
O 1.0867 -5.3193 -8.6958 0.078
F -2.1229 -4.5346 -7.8061 0.077
H -0.5348 -4.5664 -9.7180 0.150
H 0.3634 -3.3716 -8.7576 0.122
H -0.4953 -4.2331 -6.6664 0.161
C -6.9621 0.6822 3.7543 -0.064
C -6.8282 -0.3808 4.7955 -0.323
O -5.8006 -1.2059 4.2872 0.148
C -5.0120 -0.3816 3.5430 -0.522
O -3.9009 -0.6587 3.1779 0.077
O -5.6342 0.8013 3.2685 0.062
F -7.9614 -1.1143 4.8882 0.083
H -7.6239 0.3890 2.9340 0.151
H -7.3151 1.6285 4.1684 0.146
H -6.5452 -0.0083 5.7847 0.179

***

[6]
11
Properties=species:S:1:pos:R:3:mulliken_spin:R:1 method="wB97M-V/def2-TZVPD" gap_ha="0.3346 / 0.1482" homo_energy_ev="-22.33 / -21.19" charge=+3 relative_energy_kj_mol=0.0 spin_multiplicity=5
C 2.4964 -0.5801 -1.7927 0.463
C 1.6499 -1.1788 -0.9035 0.481
C 0.3635 -0.7373 -0.5753 0.548
C -0.0155 -1.0575 0.7714 0.082
O -0.8290 -0.3063 1.3842 0.216
Er -1.8562 1.7143 2.0478 2.007
H 3.4430 -1.0477 -2.0640 0.052
H 2.2238 0.3567 -2.2829 0.060
H -0.1224 0.0735 -1.1221 0.015
H -0.0136 -2.1228 1.0497 0.031
H 2.0403 -1.6434 0.1027 0.045

***

Going through the records in order, we get calculated total energy values of -1241.8818; -3151.3057; -15523.5249; -3995.9546; -4529.6987; -1244.2691 hartree.